(i)
The molecule C5H3N, computed with wB97M-V/def2-TZVPD.

Orbital gap   8.42 eV
SMILES   C#CC=C=C=N
Highest occupied orbital energy   -0.340 hartree

```
9
Properties=species:S:1:pos:R:3:mulliken_charge:R:1
C 1.635 -0.075 0.009 -0.21
H 0.242 -1.541 0.562 0.30
C 2.650 0.554 -0.115 0.10
C -0.986 -0.083 0.024 -0.19
C -2.258 0.040 -0.035 0.52
H -3.564 1.227 -0.485 0.28
C 0.291 -0.618 0.086 -0.57
H 3.745 0.830 -0.057 0.35
N -3.450 0.280 -0.025 -0.58
```


(ii)
A structure of composition C5H3N, computed with wB97M-V/def2-TZVPD.

Orbital gap (spin up / spin down)   8.71 / 8.70 eV
Highest occupied orbital energy (spin up / spin down)   -0.314 / -0.314 hartree

```
9
Properties=species:S:1:pos:R:3:mulliken_charge:R:1
H -2.071 0.986 -0.008 0.25
H 2.493 1.265 0.084 0.35
N 0.326 -1.487 -0.088 -0.53
C 1.497 0.833 0.057 -0.33
C -1.046 0.428 0.011 -0.39
H -1.675 -1.676 0.078 0.45
C 1.258 -0.478 -0.075 0.42
C 0.111 1.128 -0.080 0.03
C -0.893 -1.000 0.020 -0.25
```


(iii)
The molecule C5H3N, computed with wB97M-V/def2-TZVPD.

Orbital gap   9.29 eV
Highest occupied orbital energy   -0.349 hartree

```
9
Properties=species:S:1:pos:R:3:mulliken_charge:R:1
C -0.652 -0.316 -1.401 0.68
H -0.707 -0.375 1.712 0.31
C -0.091 0.141 1.107 -0.64
N -0.913 -0.826 -2.639 -0.12
C 1.018 0.723 1.589 -0.64
H 1.641 1.266 0.954 0.30
C -1.042 -1.168 -3.818 0.02
C -0.524 -0.166 -0.187 -0.13
H 1.270 0.721 2.683 0.23
```


(iv)
A structure of composition C5H3N, computed with wB97M-V/def2-TZVPD.

Orbital gap   9.37 eV
Highest occupied orbital energy   -0.329 hartree

```
9
Properties=species:S:1:pos:R:3:mulliken_charge:R:1
H -1.285 1.354 0.861 0.29
C -0.686 0.959 0.103 -0.42
C -0.234 -0.743 -0.749 0.63
N -1.265 -0.015 -0.944 -0.57
H -0.221 1.807 -0.417 0.24
C 0.935 -1.192 -0.252 -0.23
C 0.580 -1.145 1.312 -0.69
H 1.966 -0.996 -0.636 0.25
C 0.210 -0.029 0.722 0.51
```


Which of them is the least stable? Correct choice: (iv).


(i)
A cluster of 2 separate species, C3H7ClO2 in total, computed with wB97M-V/def2-TZVPD.

Orbital gap   9.56 eV
Highest occupied orbital energy   -0.364 hartree

```
13
Properties=species:S:1:pos:R:3:mulliken_charge:R:1
H -2.140 -1.712 -0.921 0.34
H -0.008 -1.028 1.251 0.26
H -0.694 1.587 0.592 0.37
C -0.765 -0.591 0.536 -0.52
O -0.786 -1.618 -0.495 -0.59
H -1.767 -0.442 1.082 0.33
H -0.372 0.036 -1.917 0.40
H 1.912 1.544 -0.083 0.38
Cl 2.025 -0.820 -0.509 -0.18
C 1.439 0.697 0.329 -0.61
H 1.671 0.525 1.403 0.33
O -0.374 1.034 -1.326 -0.60
C -0.141 0.789 0.056 0.10
```


(ii)
A cluster of 2 separate species, C3H7ClO2 in total, computed with wB97M-V/def2-TZVPD.

Orbital gap   10.19 eV
SMILES   CC(C)=O.OCl
Highest occupied orbital energy   -0.369 hartree

```
13
Properties=species:S:1:pos:R:3:mulliken_charge:R:1
O 0.461 0.248 -1.610 -0.53
H -0.092 0.602 1.354 0.29
H 1.673 -1.780 0.355 0.32
O -2.539 2.200 -1.206 -0.41
H 1.518 0.953 1.332 0.38
C 0.660 0.936 0.622 -1.04
Cl -3.151 0.610 -1.157 0.01
C 0.678 -0.076 -0.476 0.85
H 0.560 1.936 0.100 0.25
H 0.058 -1.621 0.782 0.40
H -1.601 2.072 -1.566 0.38
H 0.157 -2.153 -0.692 0.34
C 0.669 -1.475 -0.016 -1.26
```


Which of them is the least stable? Correct choice: (i).


(i)
The molecule C6H8N2O, computed with wB97M-V/def2-TZVPD.

Orbital gap   9.82 eV
SMILES   O=C[C@@H]1C[C@@H]2CN2C=N1
Highest occupied orbital energy   -0.343 hartree

```
17
Properties=species:S:1:pos:R:3:mulliken_charge:R:1
H -0.154 2.593 -0.276 0.36
N -0.765 -0.343 1.602 -0.48
H -0.012 -1.991 0.056 0.20
C -0.499 0.299 -1.177 0.00
C -1.519 0.369 0.943 0.04
C 0.688 -0.470 -0.568 -0.80
H 1.595 0.460 -0.668 0.24
H -0.970 2.402 -1.945 0.25
H -0.836 0.200 -2.233 0.42
O 2.642 -1.494 0.789 -0.47
N -1.644 0.743 -0.447 -0.38
C -0.592 1.945 -0.943 -0.63
H 0.952 -1.467 -1.341 0.24
C 1.587 -1.425 1.395 -0.19
C 0.263 -1.012 0.721 0.46
H -2.196 0.902 1.737 0.29
H 1.460 -1.712 2.355 0.47
```


(ii)
The molecule C6H8N2O, computed with wB97M-V/def2-TZVPD.

Orbital gap   8.47 eV
SMILES   CC(=O)Nc1ccc[nH]1
Highest occupied orbital energy   -0.287 hartree

```
17
Properties=species:S:1:pos:R:3:mulliken_charge:R:1
C -0.403 -1.212 2.876 -1.01
N 0.133 1.661 -0.935 -0.16
C -0.319 -1.176 1.322 0.65
H -1.103 -2.029 3.038 0.33
N 0.083 0.099 0.902 -0.18
C 0.054 -0.505 -1.653 -0.31
C 0.125 0.426 -2.667 -0.57
H 0.775 -1.307 3.377 0.23
O -0.334 -2.200 0.693 -0.52
H 0.016 -1.587 -1.595 0.50
H 0.143 0.246 -3.740 0.32
C 0.196 1.699 -2.352 -0.79
C 0.051 0.352 -0.487 -0.01
H -0.568 -0.119 3.329 0.29
H 0.027 2.665 -0.410 0.31
H 0.803 0.553 1.131 0.22
H 0.322 2.435 -2.827 0.69
```


Which of them is the least stable? Correct choice: (i).